Arrangement a

Molecular formula: C90H190N10O10
Method: DFT, wB97M-V/def2-TZVPD

Element x y z (Å)
C 2.310 1.267 -2.854
C 1.788 1.766 -4.181
C 1.411 3.217 -3.923
C 1.213 3.934 -5.208
C 2.504 3.943 -5.926
C 2.968 2.477 -6.380
N 2.992 1.714 -5.057
O 3.170 0.266 -5.239
C 2.074 1.882 -7.424
C 4.360 2.460 -6.894
C 0.588 0.949 -4.635
H 1.543 1.485 -2.062
H 3.195 1.893 -2.565
H 2.589 0.238 -2.846
H 0.589 3.191 -3.226
H 2.212 3.765 -3.353
H 0.855 4.929 -4.918
H 0.388 3.470 -5.733
H 3.293 4.338 -5.293
H 2.625 4.477 -6.846
H 0.980 2.137 -7.210
H 2.332 2.147 -8.459
H 2.223 0.811 -7.414
H 4.395 2.948 -7.873
H 5.232 2.701 -6.182
H 4.585 1.394 -7.095
H 0.979 -0.007 -4.894
H 0.116 1.316 -5.533
H -0.161 0.908 -3.808
H 3.901 0.170 -4.625
C -4.229 3.017 -6.126
C -5.254 3.124 -4.997
C -5.688 1.755 -4.460
C -4.529 1.079 -3.693
C -4.234 1.938 -2.531
C -3.794 3.310 -2.942
N -4.826 3.901 -3.802
O -4.339 5.181 -4.154
C -3.693 4.132 -1.676
C -2.403 3.063 -3.550
C -6.457 3.972 -5.559
H -3.709 3.954 -6.318
H -4.836 2.734 -6.999
H -3.504 2.221 -5.882
H -6.529 1.955 -3.844
H -5.964 1.116 -5.289
H -3.696 1.038 -4.363
H -4.854 0.040 -3.440
H -3.458 1.554 -1.875
H -5.132 2.140 -1.923
H -3.084 3.604 -0.871
H -3.161 5.144 -1.866
H -4.679 4.343 -1.332
H -1.932 4.018 -3.867
H -1.936 2.551 -2.701
H -2.383 2.299 -4.284
H -7.212 4.108 -4.849
H -6.797 3.390 -6.376
H -6.064 4.927 -5.882
H -4.910 5.871 -3.804
C 3.538 5.495 -0.969
C 2.905 5.152 0.433
C 3.058 6.479 1.291
C 1.959 7.458 0.808
C 0.609 6.779 1.015
C 0.449 5.620 0.040
N 1.549 4.626 0.317
O 1.444 3.581 -0.562
C -0.845 4.930 0.258
C 0.439 6.128 -1.493
C 3.758 4.150 1.071
H 3.360 6.515 -1.228
H 3.143 4.898 -1.850
H 4.605 5.389 -1.085
H 2.961 6.218 2.347
H 4.047 6.852 1.052
H 2.025 7.676 -0.235
H 2.030 8.379 1.396
H -0.165 7.568 0.940
H 0.565 6.360 1.997
H -1.088 4.632 1.323
H -1.583 5.664 -0.008
H -0.995 4.108 -0.385
H 0.711 5.410 -2.220
H -0.508 6.533 -1.726
H 1.154 6.891 -1.620
H 3.581 4.017 2.151
H 4.797 4.494 0.989
H 3.669 3.128 0.650
H 1.697 3.857 -1.470
C 0.616 5.014 6.384
C 0.687 3.951 5.341
C 2.137 3.954 4.787
C 3.152 3.249 5.686
C 2.707 1.819 5.839
C 1.310 1.890 6.627
N 0.285 2.624 5.810
O -0.919 2.726 6.607
C 0.832 0.394 6.607
C 1.478 2.375 8.113
C -0.230 4.287 4.186
H -0.377 5.435 6.517
H 1.142 5.899 5.965
H 1.034 4.856 7.387
H 2.089 3.425 3.772
H 2.367 4.947 4.465
H 3.188 3.606 6.725
H 4.151 3.318 5.287
H 3.450 1.246 6.430
H 2.532 1.335 4.854
H 1.518 -0.267 7.151
H -0.119 0.296 7.054
H 0.698 -0.004 5.609
H 0.527 2.725 8.553
H 1.821 1.495 8.691
H 2.290 3.104 8.192
H 0.074 3.791 3.277
H -0.098 5.373 4.008
H -1.252 4.066 4.399
H -1.490 2.071 6.126
C -1.728 -3.988 5.064
C -0.745 -5.138 5.164
C -1.664 -6.390 5.084
C -0.853 -7.739 5.056
C 0.254 -7.740 4.058
C 1.106 -6.449 3.976
N 0.237 -5.256 4.114
O 1.134 -4.188 4.160
C 2.288 -6.479 5.033
C 1.691 -6.408 2.599
C -0.242 -5.097 6.612
H -1.930 -3.737 4.008
H -1.398 -3.025 5.481
H -2.645 -4.174 5.532
H -2.406 -6.507 5.905
H -2.251 -6.348 4.128
H -1.492 -8.646 4.874
H -0.393 -7.759 6.034
H -0.112 -7.918 3.062
H 0.901 -8.588 4.147
H 2.039 -7.029 5.928
H 3.079 -6.980 4.535
H 2.560 -5.469 5.266
H 2.155 -7.394 2.460
H 0.824 -6.334 1.836
H 2.540 -5.644 2.517
H 0.381 -4.210 6.729
H 0.313 -5.978 6.873
H -1.025 -5.028 7.346
H 0.992 -3.594 3.385
C -7.332 3.827 2.625
C -6.782 2.459 2.124
C -6.680 1.380 3.285
C -6.561 -0.039 2.790
C -7.827 -0.334 2.047
C -7.883 0.522 0.766
N -7.832 1.886 1.227
O -8.120 2.783 0.184
C -6.781 0.177 -0.309
C -9.239 0.343 0.039
C -5.491 2.774 1.426
H -8.263 3.600 3.108
H -7.516 4.562 1.845
H -6.635 4.256 3.351
H -5.751 1.654 3.774
H -7.583 1.457 3.910
H -6.443 -0.770 3.569
H -5.655 -0.128 2.196
H -8.768 -0.147 2.550
H -7.839 -1.346 1.752
H -7.064 -0.739 -0.796
H -6.651 0.928 -1.084
H -5.846 -0.026 0.201
H -9.260 -0.624 -0.514
H -10.010 0.441 0.781
H -9.445 1.118 -0.789
H -5.035 1.907 0.945
H -4.697 3.071 2.138
H -5.719 3.443 0.590
H -7.301 2.784 -0.394
C 6.256 -4.219 -2.601
C 5.087 -3.260 -2.980
C 4.222 -3.704 -4.093
C 3.356 -4.850 -3.686
C 2.397 -4.323 -2.523
C 3.182 -3.919 -1.271
N 4.159 -2.942 -1.758
O 5.071 -2.683 -0.648
C 2.197 -3.142 -0.321
C 3.736 -5.166 -0.625
C 5.586 -1.898 -3.404
H 5.830 -5.132 -2.263
H 6.772 -3.829 -1.731
H 6.934 -4.327 -3.492
H 3.613 -2.878 -4.483
H 4.937 -3.991 -4.845
H 3.862 -5.789 -3.362
H 2.706 -5.125 -4.559
H 1.769 -5.191 -2.298
H 1.760 -3.500 -2.889
H 2.807 -2.797 0.552
H 1.776 -2.271 -0.797
H 1.509 -3.961 -0.019
H 4.274 -5.034 0.286
H 2.859 -5.791 -0.365
H 4.360 -5.797 -1.226
H 6.102 -1.954 -4.368
H 6.372 -1.519 -2.745
H 4.719 -1.240 -3.504
H 4.877 -1.756 -0.395
C 5.415 -4.163 2.684
C 6.555 -3.292 3.352
C 6.976 -2.203 2.373
C 6.035 -1.057 2.293
C 5.779 -0.516 3.717
C 5.191 -1.565 4.601
N 6.078 -2.656 4.616
O 5.625 -3.734 5.409
C 5.042 -1.081 6.063
C 3.789 -1.863 4.083
C 7.715 -4.253 3.619
H 4.576 -3.643 2.115
H 4.904 -4.890 3.322
H 5.932 -4.725 1.938
H 7.946 -1.834 2.643
H 7.102 -2.670 1.396
H 5.053 -1.290 1.871
H 6.401 -0.262 1.656
H 5.203 0.431 3.787
H 6.753 -0.291 4.192
H 5.798 -0.270 6.389
H 4.024 -0.711 6.157
H 5.179 -1.895 6.778
H 3.181 -0.993 4.229
H 3.751 -2.187 3.074
H 3.263 -2.590 4.651
H 7.459 -5.203 4.110
H 8.425 -3.758 4.221
H 8.229 -4.377 2.679
H 4.843 -4.133 4.986
C -3.400 -1.682 -7.688
C -2.925 -2.046 -6.327
C -4.164 -2.033 -5.464
C -3.965 -2.821 -4.101
C -3.348 -4.147 -4.303
C -2.004 -4.053 -5.019
N -2.326 -3.365 -6.344
O -1.084 -3.255 -7.068
C -0.816 -3.456 -4.255
C -1.658 -5.386 -5.555
C -1.949 -0.969 -5.871
H -4.271 -2.270 -8.027
H -2.612 -1.683 -8.466
H -3.764 -0.644 -7.723
H -4.460 -0.957 -5.382
H -4.997 -2.529 -5.972
H -4.915 -2.807 -3.702
H -3.337 -2.209 -3.408
H -4.105 -4.636 -4.852
H -3.282 -4.750 -3.387
H -1.147 -2.730 -3.474
H -0.307 -4.330 -3.807
H -0.148 -2.921 -4.992
H -0.761 -5.463 -6.142
H -1.364 -5.977 -4.695
H -2.486 -5.887 -6.017
H -1.078 -0.888 -6.561
H -1.545 -1.240 -4.862
H -2.470 -0.011 -5.948
H -1.180 -3.879 -7.790
C -1.376 1.057 2.709
C -0.272 0.416 1.900
C -0.122 -1.032 2.315
C -1.274 -1.944 1.933
C -1.418 -1.889 0.369
C -1.514 -0.462 -0.177
N -0.396 0.389 0.435
O -0.802 1.723 0.012
C -1.173 -0.502 -1.719
C -2.994 0.052 -0.002
C 1.136 1.038 2.223
H -1.037 1.025 3.797
H -2.276 0.392 2.724
H -1.595 2.109 2.356
H 0.804 -1.418 1.908
H 0.059 -1.086 3.413
H -2.205 -1.711 2.369
H -1.061 -2.981 2.233
H -2.344 -2.401 0.030
H -0.603 -2.323 -0.194
H -0.150 -0.813 -1.918
H -1.847 -1.179 -2.250
H -1.367 0.491 -2.202
H -3.560 -0.602 -0.659
H -3.342 -0.291 1.028
H -3.074 1.101 0.017
H 1.294 2.086 1.855
H 1.913 0.368 1.803
H 1.141 1.183 3.349
H -0.030 2.248 -0.107

## Properties
SMILES string ... CC1(C)CCCC(C)(C)N1O.CC1(C)CCCC(C)(C)N1O.CC1(C)CCCC(C)(C)N1O.CC1(C)CCCC(C)(C)N1O.CC1(C)CCCC(C)(C)N1O.CC1(C)CCCC(C)(C)N1O.CC1(C)CCCC(C)(C)N1O.CC1(C)CCCC(C)(C)N1O.CC1(C)CCCC(C)(C)N1O.CC1(C)CCCC(C)(C)N1O
Orbital gap ... 8.678 eV

=====

Arrangement b

Molecular formula: C90H190N10O10
Method: DFT, wB97M-V/def2-TZVPD

Element x y z (Å)
C -0.955 -8.842 4.643
C -0.579 -7.539 5.448
C 0.123 -7.760 6.826
C 1.561 -8.006 6.797
C 2.312 -6.855 6.206
C 1.784 -6.523 4.694
N 0.269 -6.579 4.654
O -0.333 -6.040 3.503
C 2.180 -5.060 4.436
C 2.362 -7.675 3.818
C -1.914 -6.808 5.844
H -0.798 -8.711 3.573
H -2.001 -9.140 4.724
H -0.315 -9.692 4.882
H 0.070 -6.785 7.312
H -0.304 -8.536 7.462
H 1.800 -8.959 6.325
H 1.841 -8.201 7.832
H 3.231 -7.439 6.145
H 2.335 -5.939 6.796
H 1.713 -4.301 5.063
H 3.241 -4.815 4.496
H 1.801 -4.833 3.439
H 1.951 -8.661 4.035
H 2.139 -7.466 2.772
H 3.423 -7.831 4.010
H -2.418 -7.509 6.509
H -2.667 -6.447 5.144
H -1.713 -5.913 6.433
H -0.563 -5.162 3.814
C 0.429 -12.411 -3.305
C 1.475 -12.726 -2.299
C 2.662 -11.693 -2.583
C 2.516 -10.354 -1.696
C 2.402 -10.665 -0.213
C 1.230 -11.615 0.084
N 1.111 -12.736 -0.887
O -0.041 -13.550 -0.665
C 1.535 -12.183 1.424
C -0.049 -10.666 0.105
C 2.075 -14.127 -2.701
H -0.419 -13.095 -3.313
H 0.798 -12.472 -4.328
H 0.067 -11.409 -3.073
H 3.620 -12.133 -2.303
H 2.910 -11.344 -3.586
H 1.645 -9.758 -1.969
H 3.343 -9.650 -1.791
H 2.389 -9.671 0.234
H 3.300 -11.178 0.134
H 1.980 -11.519 2.165
H 0.642 -12.512 1.956
H 2.295 -12.962 1.484
H -0.448 -10.623 -0.908
H -0.924 -11.156 0.531
H 0.060 -9.620 0.392
H 1.370 -14.958 -2.730
H 2.712 -14.426 -1.868
H 2.677 -14.069 -3.608
H 0.379 -14.164 -0.058
C -3.337 -7.632 -3.926
C -2.596 -7.310 -2.612
C -1.037 -7.276 -2.894
C -0.163 -6.499 -1.870
C -0.868 -5.159 -1.302
C -2.391 -5.357 -0.890
N -3.127 -6.036 -1.994
O -4.536 -5.926 -1.936
C -2.613 -6.160 0.485
C -2.895 -3.837 -0.656
C -2.809 -8.590 -1.753
H -3.105 -6.872 -4.672
H -4.394 -7.584 -3.662
H -3.281 -8.601 -4.421
H -0.669 -8.298 -2.984
H -0.782 -6.760 -3.819
H 0.885 -6.384 -2.146
H 0.015 -7.220 -1.072
H -0.663 -4.462 -2.114
H -0.128 -4.968 -0.525
H -2.119 -5.584 1.268
H -3.695 -6.066 0.582
H -2.121 -7.129 0.561
H -3.122 -3.477 -1.660
H -3.794 -3.692 -0.057
H -2.125 -3.160 -0.283
H -2.716 -9.494 -2.355
H -3.836 -8.570 -1.387
H -2.033 -8.750 -1.004
H -4.832 -5.386 -2.672
C 1.770 -2.561 -4.626
C 2.721 -3.672 -5.033
C 2.185 -4.270 -6.390
C 3.044 -5.206 -7.079
C 4.407 -4.608 -7.313
C 5.130 -4.138 -5.935
N 4.167 -3.370 -5.036
O 4.822 -2.977 -3.826
C 5.728 -5.360 -5.254
C 6.281 -3.183 -6.393
C 2.501 -4.815 -3.912
H 2.035 -1.689 -5.224
H 1.902 -2.353 -3.564
H 0.696 -2.579 -4.815
H 1.296 -4.795 -6.040
H 1.946 -3.436 -7.050
H 2.512 -5.458 -7.996
H 3.127 -6.159 -6.556
H 4.405 -3.744 -7.977
H 4.775 -5.475 -7.862
H 5.089 -6.243 -5.247
H 6.610 -5.821 -5.698
H 6.008 -5.075 -4.239
H 5.821 -2.247 -6.712
H 7.100 -2.991 -5.700
H 6.828 -3.608 -7.234
H 1.520 -5.274 -3.785
H 2.916 -4.436 -2.979
H 3.020 -5.758 -4.083
H 4.755 -3.778 -3.301
C -11.417 -3.878 -1.366
C -11.390 -5.351 -1.561
C -11.755 -5.644 -3.013
C -10.563 -5.386 -3.989
C -9.372 -6.243 -3.486
C -8.865 -5.947 -2.037
N -10.015 -5.854 -1.220
O -9.662 -5.647 0.186
C -8.044 -7.227 -1.753
C -7.893 -4.817 -1.994
C -12.453 -6.166 -0.799
H -11.506 -3.729 -0.290
H -12.309 -3.496 -1.861
H -10.557 -3.225 -1.509
H -12.133 -6.661 -3.120
H -12.409 -4.934 -3.519
H -10.280 -4.338 -4.082
H -10.888 -5.627 -5.001
H -8.503 -6.054 -4.115
H -9.643 -7.298 -3.519
H -7.514 -7.119 -0.807
H -8.595 -8.166 -1.698
H -7.288 -7.329 -2.531
H -8.348 -3.891 -2.344
H -7.527 -4.613 -0.987
H -6.978 -5.060 -2.535
H -12.318 -7.233 -0.981
H -13.479 -5.903 -1.056
H -12.464 -6.144 0.291
H -10.242 -6.276 0.621
C -5.514 -4.717 2.405
C -6.217 -5.094 3.624
C -5.616 -4.145 4.670
C -6.305 -2.725 4.695
C -7.804 -2.777 4.794
C -8.456 -3.693 3.782
N -7.710 -4.867 3.428
O -8.326 -5.737 2.637
C -9.962 -3.869 4.208
C -8.528 -2.818 2.443
C -5.840 -6.520 3.967
H -4.523 -5.166 2.469
H -5.247 -3.676 2.219
H -6.107 -4.909 1.511
H -5.534 -4.696 5.607
H -4.559 -3.894 4.570
H -6.095 -2.309 3.710
H -5.896 -1.851 5.202
H -8.241 -1.778 4.779
H -7.919 -3.072 5.837
H -10.580 -4.095 3.340
H -10.156 -4.577 5.014
H -10.329 -2.923 4.605
H -7.511 -2.682 2.075
H -9.111 -3.312 1.665
H -9.085 -1.901 2.633
H -6.247 -6.769 4.946
H -4.797 -6.543 4.282
H -6.135 -7.198 3.166
H -8.208 -5.389 1.751
C -7.303 -12.493 -1.552
C -5.793 -12.556 -1.528
C -5.314 -11.289 -0.720
C -3.798 -11.286 -0.635
C -3.341 -12.525 0.036
C -3.805 -13.878 -0.539
N -5.300 -13.814 -0.893
O -5.825 -14.855 -1.548
C -2.972 -14.231 -1.721
C -3.682 -14.992 0.583
C -5.262 -12.405 -2.962
H -7.701 -11.533 -1.879
H -7.794 -12.827 -0.638
H -7.775 -13.207 -2.227
H -5.703 -10.420 -1.250
H -5.691 -11.273 0.303
H -3.479 -10.453 -0.009
H -3.223 -11.178 -1.554
H -3.641 -12.445 1.081
H -2.262 -12.559 0.187
H -3.557 -14.589 -2.567
H -2.405 -13.449 -2.226
H -2.259 -15.008 -1.445
H -3.968 -15.941 0.129
H -2.658 -15.058 0.948
H -4.152 -14.898 1.562
H -5.544 -11.396 -3.266
H -5.674 -13.204 -3.578
H -4.198 -12.202 -3.079
H -6.269 -15.210 -0.775
C -4.018 -6.523 -8.327
C -5.137 -5.548 -8.754
C -5.663 -6.053 -10.157
C -6.630 -7.267 -10.053
C -7.676 -6.948 -9.008
C -7.307 -6.401 -7.648
N -6.253 -5.432 -7.725
O -5.798 -4.818 -6.497
C -8.589 -5.640 -7.041
C -6.899 -7.679 -6.733
C -4.506 -4.196 -8.961
H -3.507 -6.224 -7.412
H -3.188 -6.502 -9.033
H -4.426 -7.527 -8.211
H -6.080 -5.243 -10.755
H -4.786 -6.314 -10.750
H -6.292 -8.279 -9.827
H -7.086 -7.344 -11.040
H -8.281 -7.855 -8.995
H -8.306 -6.280 -9.597
H -8.955 -4.880 -7.732
H -9.262 -6.491 -6.936
H -8.417 -5.146 -6.085
H -6.364 -7.467 -5.808
H -7.772 -8.318 -6.601
H -6.153 -8.304 -7.224
H -5.360 -3.529 -8.850
H -4.090 -4.079 -9.962
H -3.711 -3.945 -8.258
H -6.026 -3.920 -6.748
C -0.873 -14.045 -8.409
C -2.001 -13.260 -7.621
C -1.177 -11.902 -7.307
C -1.825 -10.653 -6.800
C -3.015 -10.414 -7.802
C -3.967 -11.660 -7.961
N -3.159 -12.784 -8.433
O -3.993 -13.729 -8.895
C -4.722 -11.929 -6.665
C -4.871 -11.113 -9.176
C -2.384 -14.032 -6.333
H -1.312 -14.988 -8.735
H 0.060 -14.037 -7.846
H -0.734 -13.401 -9.277
H -0.504 -12.160 -6.490
H -0.454 -11.638 -8.079
H -1.207 -9.755 -6.825
H -2.052 -10.725 -5.737
H -2.698 -9.968 -8.745
H -3.651 -9.665 -7.330
H -4.322 -11.448 -5.772
H -5.715 -11.482 -6.683
H -4.807 -12.981 -6.390
H -4.194 -10.890 -10.000
H -5.661 -11.776 -9.529
H -5.335 -10.201 -8.799
H -1.515 -14.644 -6.088
H -3.211 -14.650 -6.683
H -2.880 -13.409 -5.589
H -4.014 -13.499 -9.826
C 4.404 -6.845 -1.264
C 5.382 -6.587 -0.199
C 5.590 -7.852 0.679
C 6.547 -8.941 0.154
C 7.939 -8.316 -0.093
C 7.825 -7.042 -1.077
N 6.683 -6.138 -0.759
O 6.635 -5.219 -1.771
C 9.214 -6.292 -0.926
C 7.750 -7.714 -2.516
C 4.890 -5.449 0.647
H 3.991 -5.944 -1.717
H 3.466 -7.290 -0.933
H 4.736 -7.377 -2.156
H 5.690 -7.754 1.760
H 4.579 -8.258 0.629
H 6.249 -9.445 -0.766
H 6.584 -9.809 0.812
H 8.708 -9.015 -0.422
H 8.101 -7.936 0.916
H 9.070 -5.466 -0.229
H 9.919 -6.952 -0.420
H 9.422 -5.747 -1.847
H 8.595 -8.402 -2.540
H 6.794 -8.236 -2.548
H 7.811 -7.110 -3.421
H 4.492 -4.648 0.023
H 5.589 -5.013 1.361
H 4.151 -5.858 1.336
H 7.050 -4.412 -1.457

## Properties
SMILES string ... CC1(C)CCCC(C)(C)N1O.CC1(C)CCCC(C)(C)N1O.CC1(C)CCCC(C)(C)N1O.CC1(C)CCCC(C)(C)N1O.CC1(C)CCCC(C)(C)N1O.CC1(C)CCCC(C)(C)N1O.CC1(C)CCCC(C)(C)N1O.CC1(C)CCCC(C)(C)N1O.CC1(C)CCCC(C)(C)N1O.CC1(C)CCCC(C)(C)N1O
Orbital gap ... 7.657 eV

=====

The structure with the most favorable energy is arrangement a; the runner-up is 880.6 kJ/mol above it.